1.
# C5H9NO

The molecule C5H9NO in a non-equilibrium geometry (wB97M-V/def2-TZVPD, OMol25).

```
16
Properties=species:S:1:pos:R:3:forces:R:3:mulliken_charge:R:1
C -1.182297 -1.795484 0.898921 -0.145 -0.094 0.027 -0.5730
O 0.145107 -1.242206 0.778253 0.123 -0.005 -0.150 -0.2624
C 0.325091 0.346908 0.927178 0.008 0.106 0.029 -0.3886
C 0.819561 0.632693 -0.415931 0.015 0.246 0.095 0.2895
C -0.187103 0.983130 -1.507098 -0.090 0.007 -0.091 -1.1910
C 2.006083 1.435014 -0.418012 0.762 0.487 0.011 -0.0091
N 2.939058 2.129639 -0.394480 -0.776 -0.717 -0.086 -0.5325
H -1.396253 -2.417809 0.029511 0.096 0.058 0.102 0.2713
H -1.912214 -0.982494 0.963389 0.106 -0.155 -0.070 0.3002
H -1.219035 -2.393300 1.811128 -0.020 0.058 -0.149 0.2394
H 1.054106 0.454389 1.727904 -0.135 0.067 -0.112 0.2357
H -0.678588 0.665414 1.229228 0.098 -0.036 -0.083 0.2171
H 0.613149 -1.017031 -0.197965 -0.099 -0.050 0.252 0.4497
H 0.338867 1.136655 -2.454577 -0.100 -0.037 0.156 0.3833
H -0.903447 0.168072 -1.678401 0.076 0.144 0.068 0.3033
H -0.762085 1.896411 -1.299051 0.083 -0.079 0.003 0.2671
```
Positions in Å, forces in eV/Å.

LUMO level ... 0.496 eV
Relative energy (zero: lowest compared OMol25 entry of this formula, charge and spin) ... 4.4380 eV
Orbital gap ... 8.49 eV
Total charge ... 0
Maximum force ... 1.06 eV/Å
E ... -325.7745 Ha

2.
# C3H13N2

A cluster of 2 separate species, C3H13N2 in total in a non-equilibrium geometry (wB97M-V/def2-TZVPD, OMol25).

```
18
Properties=species:S:1:pos:R:3:forces:R:3:mulliken_charge:R:1
C -1.003325 1.729242 1.082262 -1.192 0.324 -0.332 -0.6124
N -1.573906 0.297199 1.044048 0.163 1.489 2.271 -0.7461
H -0.883190 2.043093 2.150182 0.635 -0.285 -1.129 0.3258
H -0.095571 1.721642 0.427076 -0.576 0.570 1.052 0.1407
H -1.766394 2.491839 0.676907 1.242 -1.275 0.312 0.2798
H -2.504370 0.430771 0.664640 -0.140 -0.558 0.063 0.2547
H -1.710041 0.083573 2.085100 0.004 -0.087 -2.152 0.2841
H -0.244227 -0.509945 0.165687 -0.803 0.273 1.013 0.4156
C 0.553732 0.081373 -1.648670 -0.259 1.673 0.000 -0.9598
N 0.381298 -0.917084 -0.534255 1.439 -2.028 -2.117 -0.0895
C 1.628772 -1.599699 0.011877 1.721 1.622 -1.328 -0.8298
H 1.355603 0.875474 -1.367796 -1.252 -1.727 -0.753 0.3837
H 0.597940 -0.360147 -2.679254 0.806 0.059 1.260 0.3324
H -0.427074 0.598533 -1.690355 0.590 0.008 0.179 0.3938
H -0.134692 -1.709227 -0.957022 -0.092 0.674 0.356 0.3772
H 2.526304 -1.562816 -0.778366 -2.297 -0.296 1.851 0.3201
H 1.380968 -2.547574 0.404775 -0.382 -1.501 -0.562 0.3996
H 1.918173 -1.146246 0.943165 0.394 1.065 0.018 0.3302
```
Positions in Å, forces in eV/Å.

LUMO level ... -2.993 eV
Relative energy (zero: lowest compared OMol25 entry of this formula, charge and spin) ... 1.9687 eV
Orbital gap ... 11.68 eV
Total charge ... +1
Maximum force ... 3.27 eV/Å
E ... -231.3241 Ha